Entry 1:
Here is a single C33H44N4O10 molecule in a non-equilibrium geometry from the Open Molecules 2025 dataset. Energies are from the ωB97M-V functional and the def2-TZVPD basis.

Properties
total energy: -2255.47875 Ha
Kohn-Sham gap: 0.2694 Eh
relative energy (zero: lowest compared OMol25 entry of this formula, charge and spin): 0.160 eV
strongest force on any atom: 1.1 eV/A

Each line ends with the Löwdin charge.
Positions of all 91 atoms, in Å:
1 C -5.56224 -0.43187 -2.52038  -0.0926
2 C -4.94631 -1.21330 -1.36698  -0.2398
3 H -5.66468 -1.95147 -1.00658  0.1136
4 H -4.72337 -0.54151 -0.53927  0.0764
5 C -3.67838 -1.95092 -1.79587  -0.0908
6 C -2.56228 -1.06262 -2.26918  -0.4835
7 O -1.80608 -1.32701 -3.16798  0.1218
8 O -2.46118 0.06422 -1.53662  0.0115
9 C -1.30717 0.86305 -1.73952  -0.0495
10 H -1.04194 0.88762 -2.80166  0.1498
11 C -0.14524 0.27645 -0.92479  -0.1764
12 H -0.59830 -0.31956 -0.12471  0.1371
13 C 0.82975 1.31534 -0.33952  -0.1485
14 C 1.59017 0.69087 0.84771  -0.1815
15 C 0.87798 0.84554 2.20697  -0.0259
16 N -0.41225 0.19379 2.23050  0.0665
17 C -1.52732 0.98296 2.19889  -0.1780
18 N -1.38905 2.26666 2.37530  0.1845
19 C -2.46159 3.09052 2.31028  -0.5338
20 O -2.39708 4.28322 2.49641  0.0731
21 N -3.70237 2.51169 1.97969  0.2055
22 C -3.97722 1.18691 1.76686  -0.4017
23 O -5.08056 0.79339 1.46902  0.0956
24 C -2.78533 0.31930 1.94054  -0.0834
25 N -2.90702 -0.96343 1.81398  0.2445
26 C -1.81503 -1.73685 1.96794  -0.1983
27 C -1.95534 -3.12961 1.87436  0.0397
28 C -0.87217 -3.96657 1.96539  -0.2278
29 C 0.40947 -3.40795 2.17209  -0.2062
30 C 0.56626 -2.04048 2.28223  0.0355
31 C -0.52415 -1.17705 2.17533  -0.1154
32 H 1.56136 -1.65711 2.44548  0.1017
33 C 1.60964 -4.29096 2.26066  -0.0243
34 H 2.51573 -3.70362 2.38130  0.0831
35 H 1.69901 -4.89066 1.35633  0.0869
36 H 1.51937 -4.97655 3.10258  0.0901
37 C -1.03944 -5.44600 1.83435  -0.0353
38 H -0.50248 -5.80742 0.95857  0.0878
39 H -2.08886 -5.70437 1.72704  0.0804
40 H -0.63897 -5.96003 2.70691  0.0847
41 H -2.95144 -3.51237 1.71665  0.1266
42 H -4.47978 3.15840 1.89817  0.1662
43 H 0.69419 1.90462 2.40343  0.1320
44 H 1.52450 0.43292 2.98549  0.1438
45 H 1.74036 -0.37472 0.62522  0.1372
46 O 2.87107 1.29997 0.94293  0.0539
47 C 3.86593 0.52983 1.40786  -0.4739
48 O 3.68962 -0.60196 1.78568  0.1044
49 C 5.19259 1.23078 1.36085  -0.0879
50 H 5.08060 2.24677 1.73799  0.1283
51 H 5.88294 0.67317 1.99421  0.1235
52 C 5.71658 1.27847 -0.08693  -0.2273
53 C 5.14700 2.45301 -0.87082  -0.0943
54 H 4.06188 2.46821 -0.83277  0.0467
55 H 5.45789 2.39709 -1.91124  0.0742
56 H 5.50711 3.39211 -0.45746  0.0799
57 H 6.80452 1.36148 -0.05467  0.1076
58 H 5.47434 0.33752 -0.58662  0.1076
59 H 1.56907 1.57300 -1.11323  0.1694
60 O 0.14554 2.49074 0.03416  0.0157
61 C 0.75373 3.67587 -0.22632  -0.4568
62 O 1.82449 3.75112 -0.76274  0.1295
63 C -0.10233 4.82138 0.22443  -0.0877
64 C -1.38591 4.91972 -0.61012  -0.2390
65 C -1.09739 5.19748 -2.07974  -0.0913
66 H -0.55594 6.13411 -2.18930  0.0788
67 H -2.02498 5.26900 -2.64300  0.0729
68 H -0.49131 4.40429 -2.51327  0.0709
69 H -1.94793 3.98954 -0.50615  0.0913
70 H -1.99827 5.71998 -0.19336  0.1142
71 H -0.38517 4.66309 1.26640  0.1042
72 H 0.47763 5.73966 0.13193  0.1301
73 O 0.63195 -0.60108 -1.72929  0.0490
74 C 0.47190 -1.92534 -1.55435  -0.4745
75 O -0.23022 -2.40031 -0.69997  0.1324
76 C 1.29202 -2.69886 -2.54786  -0.0859
77 H 1.12662 -3.76184 -2.37028  0.1284
78 C 2.78303 -2.35827 -2.45248  -0.2323
79 C 3.38537 -2.81424 -1.12895  -0.0881
80 H 2.90418 -2.32213 -0.28700  0.0546
81 H 4.44749 -2.58348 -1.09373  0.0735
82 H 3.26570 -3.88835 -1.00614  0.0757
83 H 3.30459 -2.85099 -3.27514  0.1100
84 H 2.91014 -1.28104 -2.56893  0.1068
85 H 0.91322 -2.43962 -3.53801  0.1307
86 H -1.56214 1.85883 -1.37773  0.1269
87 H -3.89031 -2.66492 -2.59429  0.1285
88 H -3.26885 -2.50252 -0.94391  0.1181
89 H -4.87198 0.32734 -2.88112  0.0708
90 H -5.80610 -1.09458 -3.34895  0.0749
91 H -6.47306 0.06250 -2.19316  0.0728

---

Entry 2:
Here is 7 unconnected molecules or ions with the total composition C27H54O13 in a non-equilibrium geometry from the Open Molecules 2025 dataset. Energies are from the ωB97M-V functional and the def2-TZVPD basis.

Properties
total energy: -2039.35001 Ha
Kohn-Sham gap: 0.3694 Eh
relative energy (zero: lowest compared OMol25 entry of this formula, charge and spin): 0.000 eV
strongest force on any atom: 2.3 eV/A
structure (SMILES): CCOC(C)=O.CCOC(C)=O.CCOC(C)=O.CCOC(C)=O.CCOC(C)=O.CCOC(C)=O.CC(C)=O

Each line ends with the Löwdin charge.
Positions of all 94 atoms, in Å:
1 C -4.36146 -1.13363 3.73263  -0.0598
2 C -3.13612 -1.95834 3.40703  -0.1976
3 O -3.39546 -3.32657 3.81717  -0.0012
4 C -2.50391 -3.93580 4.58304  -0.5599
5 C -2.89079 -5.32686 4.96783  0.0265
6 O -1.48810 -3.41090 4.97986  0.0689
7 H -5.17325 -1.46445 3.08592  0.0777
8 H -4.17122 -0.08096 3.51499  0.0788
9 H -4.62677 -1.18316 4.78732  0.0812
10 H -2.99887 -2.00360 2.32756  0.1134
11 H -2.22366 -1.60671 3.87558  0.0964
12 H -2.76139 -5.49928 6.03375  0.0892
13 H -2.22823 -6.00928 4.43185  0.0929
14 H -3.91934 -5.57699 4.71699  0.0844
15 C 2.01093 8.58754 1.87109  -0.0732
16 C 0.88620 8.22054 0.93394  -0.2394
17 O 1.01915 6.85617 0.59497  0.0001
18 C -0.02114 6.18819 0.10518  -0.5507
19 C 0.30225 4.78098 -0.27964  0.0205
20 O -1.09653 6.68146 -0.07234  0.1108
21 H 2.95964 8.23376 1.46047  0.0786
22 H 1.89887 8.12071 2.85158  0.0781
23 H 2.09520 9.65817 2.05239  0.0780
24 H -0.06752 8.40755 1.43595  0.1242
25 H 0.90640 8.86175 0.04912  0.1288
26 H 0.96520 4.29327 0.43383  0.0836
27 H 0.61559 4.72333 -1.32083  0.0911
28 H -0.58637 4.14901 -0.25626  0.0707
29 C 0.68691 -0.40188 4.79365  -0.0498
30 C 1.78035 -0.74939 3.78891  -0.2271
31 O 2.60535 0.39403 3.56231  -0.0134
32 C 3.62794 0.24641 2.70014  -0.5501
33 C 4.27746 1.57612 2.47033  0.0155
34 O 3.97523 -0.80366 2.22099  0.1035
35 H -0.08353 -1.16408 4.66893  0.0532
36 H 0.16693 0.49374 4.43703  0.0754
37 H 1.04010 -0.24381 5.80648  0.0768
38 H 2.33460 -1.62248 4.13710  0.1261
39 H 1.28561 -1.08056 2.87507  0.0963
40 H 3.52326 2.32638 2.23397  0.0803
41 H 4.99387 1.53910 1.65304  0.0852
42 H 4.79513 1.89209 3.37598  0.0915
43 C 1.07642 -4.20180 -4.41943  -0.0553
44 C 1.53214 -2.90017 -5.05430  -0.2091
45 O 2.22447 -2.20198 -4.00532  -0.0137
46 C 3.13402 -1.28846 -4.34054  -0.5584
47 C 3.55633 -0.46830 -3.14457  0.0187
48 O 3.63226 -1.16563 -5.42733  0.1061
49 H 0.61283 -4.89851 -5.11990  0.0807
50 H 0.33902 -4.02675 -3.63564  0.0576
51 H 1.93967 -4.71758 -4.00021  0.0852
52 H 2.17115 -3.06732 -5.91976  0.1206
53 H 0.69710 -2.29462 -5.41253  0.1093
54 H 3.77031 0.51649 -3.57624  0.0891
55 H 4.54467 -0.75709 -2.78114  0.0929
56 H 2.90315 -0.35196 -2.28607  0.0654
57 C -3.19392 -4.02582 -0.98122  -0.0563
58 C -1.72549 -4.29847 -1.22333  -0.2273
59 O -0.96121 -4.04396 -0.05848  -0.0298
60 C -0.85748 -4.87649 0.96685  -0.5461
61 C 0.17546 -4.44069 1.95604  0.0342
62 O -1.43513 -5.93368 1.02943  0.0989
63 H -3.57017 -4.53118 -0.08918  0.0786
64 H -3.88861 -4.25867 -1.78746  0.0782
65 H -3.33579 -2.96473 -0.75063  0.0749
66 H -1.47863 -5.30294 -1.57347  0.1283
67 H -1.35174 -3.59315 -1.96553  0.0928
68 H 0.69929 -5.26917 2.42129  0.0928
69 H -0.24873 -3.80135 2.73266  0.0736
70 H 0.91596 -3.83498 1.43056  0.0887
71 C -0.25300 0.70894 -5.55114  -0.0439
72 C -0.08485 1.34682 -4.17454  -0.1787
73 O -0.50057 2.72360 -4.25775  0.0118
74 C -1.20844 3.23375 -3.28174  -0.5514
75 C -1.60864 4.67641 -3.48198  0.0289
76 O -1.49832 2.63508 -2.26088  0.0633
77 H 0.54818 -0.00483 -5.75511  0.0573
78 H -0.34545 1.40303 -6.38165  0.0822
79 H -1.13980 0.06976 -5.57612  0.0778
80 H -0.71220 0.81411 -3.46869  0.0880
81 H 0.95328 1.34336 -3.84609  0.1218
82 H -1.99140 5.12240 -2.56953  0.0828
83 H -2.27576 4.78922 -4.33243  0.0900
84 H -0.67118 5.20390 -3.68575  0.0910
85 C -0.47715 -0.71764 -1.08785  0.0138
86 C -0.31749 -0.27325 0.35357  -0.4661
87 C 0.14948 1.15000 0.56503  -0.0103
88 O -0.55680 -0.99757 1.28958  0.0647
89 H -1.23790 -0.08140 -1.54261  0.0794
90 H -0.84572 -1.73888 -1.04859  0.0555
91 H 0.49134 -0.60724 -1.57440  0.0783
92 H 0.06644 1.51935 1.58810  0.0845
93 H -0.54811 1.83465 0.07206  0.0631
94 H 1.16820 1.19754 0.17908  0.0899

---

Entry 3:
Here is a single C2H7ClO2Si molecule in a non-equilibrium geometry from the Open Molecules 2025 dataset. Energies are from the ωB97M-V functional and the def2-TZVPD basis.

Properties
total energy: -980.60890 Ha
Kohn-Sham gap: 0.3912 Eh
relative energy (zero: lowest compared OMol25 entry of this formula, charge and spin): 1.935 eV
strongest force on any atom: 4.3 eV/A
structure (SMILES): COC[Si@H](O)Cl

Each line ends with the Löwdin charge.
Positions of all 13 atoms, in Å:
1 C -1.71901 0.28542 0.45416  -0.1428
2 O -0.51035 -0.28879 0.07888  -0.2752
3 C 0.64880 0.47349 0.40914  -0.2808
4 Si 2.22836 -0.63614 -0.10356  0.2680
5 O 2.43386 -1.24564 1.41796  -0.2354
6 Cl 3.83379 0.67408 -0.52025  0.2296
7 H -2.44423 0.18408 -0.36714  0.0913
8 H -1.70831 1.34690 0.82367  0.1038
9 H -2.08440 -0.28223 1.26688  0.0649
10 H 0.62641 1.38444 -0.24078  0.0935
11 H 0.64666 0.57621 1.44691  0.0514
12 H 2.07891 -1.50821 -1.20190  -0.0287
13 H 2.19418 -0.61393 2.12285  0.0602

---

Entry 4:
Here is 2 unconnected molecules or ions with the total composition C6H12O2 in a non-equilibrium geometry from the Open Molecules 2025 dataset. Energies are from the ωB97M-V functional and the def2-TZVPD basis.

Properties
total energy: -386.23924 Ha
Kohn-Sham gap: 0.3513 Eh
relative energy (zero: lowest compared OMol25 entry of this formula, charge and spin): 2.202 eV
strongest force on any atom: 1.3 eV/A
structure (SMILES): C=C(O)/C=C/CC.O

Each line ends with the Löwdin charge.
Positions of all 20 atoms, in Å:
1 C 1.54628 -0.98462 -1.87511  0.0519
2 C 0.94266 -1.10936 -0.70491  -0.4333
3 O 1.72408 -1.31046 0.41460  0.0187
4 C -0.52444 -1.16182 -0.46476  -0.0591
5 C -1.11232 -0.16275 0.19788  -0.0984
6 C -2.60507 -0.04689 0.39094  -0.2410
7 C -2.94919 0.71801 1.68992  -0.1091
8 H 2.61728 -1.05578 -1.97594  0.0627
9 H 0.99828 -0.72736 -2.77070  0.0617
10 H 1.17231 -1.70992 1.09813  0.0999
11 H -1.11597 -1.91519 -0.96792  0.1171
12 H -0.51937 0.69411 0.49358  0.1186
13 H -3.01176 0.52571 -0.42615  0.1032
14 H -3.04086 -1.04597 0.38513  0.1069
15 H -3.05505 1.77683 1.47497  0.0682
16 H -3.92732 0.37740 2.04416  0.0660
17 H -2.28538 0.48758 2.52385  0.0709
18 O 2.83871 3.10140 -0.17221  -0.0622
19 H 2.61546 2.16858 -0.07842  0.0229
20 H 1.99878 3.57222 -0.07564  0.0344

---

Calculated E_HOMO in order - -8.53 -9.69 -9.94 -8.85 eV